Arrangement w

Computed, not measured: a cluster of 2 separate species, C3H3Cl2O2 in total, with the ωB97M-V functional and the def2-TZVPD basis.

Structure (XYZ):
```
10
Properties=species:S:1:pos:R:3:nbo_charge:R:1
C 0.9877 1.0738 0.6349 0.697
C -1.1025 -0.3585 -0.1677 -0.713
C 0.3301 0.0160 -0.3174 0.218
O 2.0264 0.9509 1.2225 -0.642
O 0.1605 1.9891 0.4754 -0.675
Cl 1.0885 -2.4321 0.4404 -0.686
Cl 0.8815 0.1333 -1.9003 0.078
H -1.3220 -1.2157 -0.8026 0.235
H -1.2933 -0.6253 0.8706 0.248
H -1.7568 0.4685 -0.4558 0.239
```

Output
frontier orbital gap	0.297	hartree
2S+1	1
total charge	-1


Arrangement x

Computed, not measured: a cluster of 2 separate species, C3H3Cl2O2 in total, with the ωB97M-V functional and the def2-TZVPD basis.

Structure (XYZ):
```
10
Properties=species:S:1:pos:R:3:nbo_charge:R:1
C -1.3689 1.6331 -1.5395 0.779
C -1.5653 0.5385 -0.6333 -0.254
C 1.3213 -1.4118 -0.1446 -0.580
O -1.9994 0.5746 -2.0302 -0.473
O -1.0089 2.7489 -1.8129 -0.576
Cl 2.3050 -2.3870 -1.3421 -0.219
Cl 1.1585 -2.4085 1.3986 -0.253
H -2.2565 0.6847 0.0988 0.178
H -0.5374 -0.0402 -0.4786 0.280
H 1.9933 -0.7757 0.3018 0.117
```

Output
frontier orbital gap	0.238	hartree
2S+1	1
total charge	-1


Stability verdict: arrangement w, ahead by 3.006 eV


Arrangement w

Computed, not measured: a structure of composition C24H31Cl3N5O2PdS2Se, with the ωB97M-V functional and the def2-TZVPD basis.

Structure (XYZ):
```
69
Properties=species:S:1:pos:R:3:nbo_charge:R:1
Pd 1.1942 0.3707 0.8847 1.106
Cl -2.1010 -2.3985 3.8987 0.020
C -2.7003 -1.8940 2.3444 -0.007
C -2.6286 -0.6046 1.9195 -0.271
C -3.0055 -0.2735 0.6278 -0.111
C -3.4702 -1.1991 -0.3092 -0.120
C -3.7022 -0.7140 -1.7081 0.077
C -2.6075 -1.3780 -2.6056 -0.227
N -1.3267 -1.4981 -1.9283 -0.321
C -0.8516 -2.6075 -1.2315 -0.049
C 0.1439 -2.2005 -0.3791 -0.097
N 0.2630 -0.8512 -0.5670 -0.534
C -0.6207 -0.4462 -1.4610 0.210
O -3.6597 0.7226 -1.7836 -0.552
C -4.8609 1.4072 -2.0949 -0.078
C -6.0805 1.0979 -1.2016 -0.159
C -7.1491 0.3983 -1.6257 -0.235
Cl -7.2583 -0.1781 -3.2305 0.046
S -8.3587 0.0675 -0.4194 0.458
C -7.4071 1.0540 0.6989 -0.374
C -6.1959 1.4335 0.1810 -0.249
C -3.6189 -2.4836 0.1733 -0.019
Cl -4.3557 -3.6854 -0.8007 0.025
C -3.2144 -2.8544 1.4604 -0.254
H -2.3115 0.1661 2.5986 0.238
H -3.0302 0.7268 0.3568 0.228
H -4.6806 -0.9289 -2.1649 0.230
H -2.5185 -0.7771 -3.4465 0.233
H -2.8389 -2.3571 -2.9244 0.235
H -1.2855 -3.5838 -1.3103 0.240
H 0.6539 -2.7371 0.4039 0.238
H -0.8897 0.5815 -1.7179 0.260
H -5.0914 1.2343 -3.1401 0.194
H -4.5918 2.4915 -2.0740 0.218
H -7.7483 1.1870 1.7544 0.251
H -5.4987 2.1006 0.6818 0.235
H -3.1451 -3.8970 1.7087 0.243
C 3.4585 2.7980 3.7835 -0.618
C 3.1452 1.9563 2.5652 -0.223
N 4.2464 1.1783 1.9629 -0.564
C 4.3252 -0.0427 1.4288 0.368
S 2.9406 -1.0412 1.1507 -0.192
N 5.6031 -0.3692 1.1443 -0.563
C 6.1211 -1.5352 0.3862 -0.216
C 6.9390 -2.5982 1.0751 -0.618
H 2.5414 3.2168 4.1382 0.242
H 4.0536 3.6631 3.4946 0.220
H 3.9491 2.2171 4.5986 0.228
H 2.7641 2.5778 1.7705 0.219
H 2.4131 1.1960 2.8778 0.203
H 5.0509 1.7118 1.7792 0.385
H 6.2842 0.3301 1.5533 0.400
H 6.6917 -1.1154 -0.4332 0.207
H 5.2609 -2.0223 -0.0626 0.225
H 7.8537 -2.2902 1.4842 0.217
H 7.1913 -3.2854 0.2809 0.232
H 6.4071 -3.1422 1.8542 0.222
Se 0.0372 3.3319 -1.7446 -0.224
C -0.4294 2.5458 -0.0807 0.129
N -0.4811 1.9852 0.9368 -0.644
C 4.3039 1.7187 -2.2762 -0.629
C 2.9382 1.0483 -1.9441 -0.065
O 2.3238 1.4340 -0.6411 -0.818
H 4.5982 1.2448 -3.1898 0.229
H 5.0447 1.6560 -1.5190 0.205
H 4.1409 2.7914 -2.4481 0.223
H 3.0406 -0.0205 -1.8847 0.189
H 2.1905 1.2567 -2.7268 0.203
H 1.6011 2.1125 -0.8827 0.501
```

Output
frontier orbital gap (spin up / spin down)	0.314 / 0.216	hartree
2S+1	3
<S²>	2.006
total charge	+1


Arrangement x

Computed, not measured: a structure of composition C24H31Cl3N5O2PdS2Se, with the ωB97M-V functional and the def2-TZVPD basis.

Structure (XYZ):
```
69
Properties=species:S:1:pos:R:3:nbo_charge:R:1
Pd -6.2751 14.1309 12.1197 1.109
Cl 0.2402 11.6357 12.8196 0.016
C -0.4710 13.2073 12.4324 0.016
C -1.7517 13.2767 11.9007 -0.255
C -2.3441 14.4813 11.4983 -0.189
C -1.6126 15.6634 11.6217 -0.007
C -2.1455 16.9768 11.1105 0.009
C -2.9008 17.9371 12.0112 -0.222
N -3.7768 17.1978 12.9133 -0.314
C -3.4867 16.5099 14.0295 -0.055
C -4.5188 15.6307 14.1901 -0.087
N -5.3698 15.7278 13.1565 -0.569
C -4.9015 16.6856 12.3859 0.200
O -3.0194 16.7036 10.0399 -0.561
C -2.4215 16.8082 8.7168 -0.074
C -1.0338 16.2824 8.6720 -0.193
C 0.1445 16.9128 8.8816 -0.196
Cl 0.3790 18.6516 9.0603 0.022
S 1.5799 15.9403 8.8857 0.513
C 0.6014 14.5641 8.7210 -0.416
C -0.7089 14.8905 8.5473 -0.228
C -0.3181 15.5063 12.1427 0.002
Cl 0.6119 16.9979 12.3941 -0.011
C 0.3255 14.3126 12.4381 -0.268
H -2.4065 12.4298 11.9679 0.233
H -3.3816 14.5329 11.1651 0.220
H -1.2862 17.4920 10.6900 0.239
H -3.3974 18.6704 11.3819 0.247
H -2.2123 18.5499 12.6037 0.235
H -2.6555 16.7596 14.6739 0.248
H -4.6859 14.9678 15.0359 0.232
H -5.2863 16.8600 11.4270 0.231
H -2.3895 17.8575 8.4179 0.199
H -3.1198 16.2692 8.0721 0.212
H 1.1032 13.6316 8.6298 0.249
H -1.4053 14.0856 8.3955 0.223
H 1.3218 14.2385 12.8566 0.260
C -10.0923 15.3855 9.5944 -0.629
C -9.3753 14.1208 10.1814 -0.227
N -8.3387 13.5029 9.3209 -0.581
C -7.1127 13.9582 9.1273 0.397
S -6.6680 15.3855 10.0550 -0.216
N -6.2959 13.2759 8.3913 -0.560
C -4.8830 13.6166 8.1504 -0.230
C -4.5639 14.2729 6.7751 -0.630
H -10.7131 15.7320 10.4399 0.219
H -10.7454 15.2281 8.7122 0.229
H -9.4094 16.2470 9.4011 0.223
H -10.1539 13.3591 10.3140 0.229
H -8.8612 14.4357 11.1446 0.205
H -8.5297 12.5732 8.9438 0.430
H -6.6114 12.4271 7.9593 0.435
H -4.3454 12.6352 8.2194 0.220
H -4.5744 14.2713 8.9495 0.222
H -4.6121 13.4949 6.0354 0.225
H -3.4726 14.5469 6.6947 0.225
H -5.1998 15.1382 6.5823 0.223
Se -7.3060 10.1749 9.3095 -0.204
C -6.7736 11.3262 10.5947 0.156
N -6.5055 12.1266 11.4165 -0.730
C -9.8590 15.2042 14.0228 -0.638
C -8.4997 14.8513 14.5740 -0.062
O -7.7904 13.8498 13.7818 -0.758
H -10.2317 16.0523 14.6015 0.240
H -10.5380 14.3562 13.9864 0.219
H -9.7370 15.5183 12.9583 0.207
H -8.5786 14.4634 15.5996 0.190
H -7.8385 15.6989 14.5528 0.196
H -8.2397 13.0068 13.8205 0.506
```

Output
frontier orbital gap (spin up / spin down)	0.326 / 0.192	hartree
2S+1	3
<S²>	2.009
total charge	+1


Stability verdict: arrangement x, ahead by 0.694 eV